(1)
# C4H10N2O2

A cluster of 2 separate species, C4H10N2O2 in total at a distorted geometry (ωB97M-V/def2-TZVPD, OMol25).

Properties
Charge: 0
Relative energy (zero: lowest compared OMol25 entry of this formula, charge and spin) (kcal per mole): 201.5
Multiplicity: 1

Structure (XYZ):
```
18
Properties=species:S:1:pos:R:3:forces:R:3:mulliken_charge:R:1
C 1.024 -0.549 -0.345 -0.98 0.60 0.25 0.291
C 0.943 -1.974 -0.048 0.14 -0.23 0.03 -0.925
C 1.706 1.724 -0.408 -0.08 0.56 0.08 -0.840
C -1.816 0.448 1.041 -0.56 -0.37 0.20 -0.856
N 1.967 0.302 -0.247 -0.30 -0.47 -0.41 0.447
N -1.408 0.616 -0.311 0.71 -0.08 -1.29 -0.060
O 3.179 -0.064 -0.097 0.89 0.02 0.25 -0.700
O -2.094 -0.274 -1.112 -0.11 0.14 0.74 -0.411
H 1.793 -2.286 0.567 0.01 0.07 -0.07 0.316
H 0.021 -2.181 0.499 -0.05 -0.03 -0.05 0.255
H 0.928 -2.563 -0.965 0.03 -0.07 0.01 0.272
H 0.632 1.883 -0.488 0.08 0.00 -0.04 0.320
H 2.116 2.241 0.461 -0.01 -0.12 -0.03 0.275
H 2.225 2.085 -1.295 0.00 -0.15 0.02 0.304
H -1.037 0.846 1.688 0.01 0.00 -0.02 0.299
H -2.737 1.024 1.204 0.03 -0.04 0.06 0.327
H -2.031 -0.596 1.289 0.07 0.00 0.05 0.337
H -1.827 -0.069 -2.019 0.12 0.15 0.22 0.348
```
Forces are in eV/Å.

(2)
# C4H10N2O2

A cluster of 2 separate species, C4H10N2O2 in total (ωB97M-V/def2-TZVPD, OMol25).

Properties
Charge: 0
Relative energy (zero: lowest compared OMol25 entry of this formula, charge and spin) (kcal per mole): 8.2
Multiplicity: 1
SMILES: CC(N)=O.CC(N)=O

Structure (XYZ):
```
18
Properties=species:S:1:pos:R:3:forces:R:3:mulliken_charge:R:1
C -1.570 -0.208 -1.947 -0.66 -0.23 0.34 -0.855
C -1.610 0.960 -1.006 0.12 -0.03 0.29 0.691
O -0.618 1.495 -0.532 0.24 -0.32 -0.16 -0.703
N -2.831 1.450 -0.708 0.55 0.19 0.12 -0.397
H -2.561 -0.633 -2.084 -0.19 0.25 -0.37 0.330
H -1.006 -1.045 -1.572 0.67 0.05 0.20 0.221
H -2.753 2.280 -0.144 -0.69 0.06 0.05 0.247
H -3.683 1.077 -1.071 -0.20 0.13 0.02 0.195
H -1.154 0.157 -2.869 0.16 -0.13 -0.50 0.232
C 2.743 -0.002 1.866 0.43 -0.41 -0.65 -0.851
C 1.933 -1.192 1.392 0.16 -0.10 0.20 0.538
O 2.242 -2.331 1.720 -0.20 0.50 -0.16 -0.643
N 0.869 -0.939 0.591 -0.02 -0.65 -0.02 -0.194
H 0.405 -1.775 0.262 -0.02 0.26 -0.01 0.166
H 0.600 -0.040 0.226 0.04 0.21 0.06 0.218
H 2.359 0.976 1.590 -0.34 -0.01 0.27 0.298
H 3.711 -0.087 1.360 -0.01 -0.06 0.15 0.238
H 2.924 -0.142 2.924 -0.05 0.29 0.17 0.269
```
Forces are in eV/Å.

(3)
# C4H10N2O2

A cluster of 2 separate species, C4H10N2O2 in total (ωB97M-V/def2-TZVPD, OMol25).

Properties
Charge: 0
Relative energy (zero: lowest compared OMol25 entry of this formula, charge and spin) (kcal per mole): 15.5
Multiplicity: 1
SMILES: CNC(C)=O.NC=O

Structure (XYZ):
```
18
Properties=species:S:1:pos:R:3:forces:R:3:mulliken_charge:R:1
O -1.100 1.016 0.365 0.14 -0.34 -0.21 -0.670
C -1.053 0.166 -0.520 0.14 0.09 -0.14 0.744
N -0.622 0.468 -1.776 -0.16 -0.49 -0.16 -0.178
C -1.462 -1.276 -0.309 -0.15 -0.36 0.30 -1.158
C -0.200 1.813 -2.116 0.16 0.31 -0.25 -0.793
H -0.597 -0.268 -2.486 0.01 0.60 0.62 0.251
H -0.616 -1.959 -0.499 -0.27 0.32 0.06 0.331
H -1.791 -1.406 0.736 0.17 0.09 -0.52 0.251
H -2.294 -1.553 -0.977 0.31 0.13 0.21 0.400
H 0.108 1.837 -3.175 -0.14 -0.04 0.48 0.324
H 0.655 2.127 -1.494 -0.36 -0.11 -0.21 0.243
H -1.023 2.533 -1.972 0.34 -0.27 0.00 0.255
O 2.027 -1.387 0.931 0.01 0.14 0.54 -0.542
C 2.081 -1.018 2.090 -0.07 0.06 0.00 0.091
N 1.228 -0.127 2.660 -0.07 0.10 0.21 -0.238
H 2.855 -1.385 2.807 -0.26 0.10 -0.33 0.286
H 0.478 0.276 2.094 0.30 -0.11 0.27 0.195
H 1.329 0.142 3.642 -0.09 -0.23 -0.86 0.208
```
Forces are in eV/Å.

(4)
# C4H10N2O2

A cluster of 2 separate species, C4H10N2O2 in total at a distorted geometry (ωB97M-V/def2-TZVPD, OMol25).

Properties
Expectation value of S²: 0.760
Charge: +1
Relative energy (zero: lowest compared OMol25 entry of this formula, charge and spin) (kcal per mole): 58.2
Multiplicity: 2

Structure (XYZ):
```
18
Properties=species:S:1:pos:R:3:forces:R:3:lowdin_spin:R:1
C 1.575 0.762 -0.745 -0.96 -1.71 -0.01 0.108
N 0.716 3.421 0.250 0.48 -0.17 -0.46 0.075
C -0.148 2.376 -0.194 -1.48 1.03 0.12 0.063
N 0.209 1.261 -0.608 2.10 1.50 0.60 0.667
H 1.622 0.201 -1.677 0.36 0.24 -0.17 0.010
H 1.783 0.059 0.063 -0.06 0.07 0.01 0.001
H 2.263 1.613 -0.699 -0.28 0.28 -0.17 0.043
H 0.713 4.105 -0.516 0.40 -0.09 0.01 -0.001
H 0.280 3.938 1.013 -0.16 -0.26 0.09 0.001
H -1.183 2.731 -0.214 -0.39 -0.99 -0.01 0.030
O 0.687 -2.904 0.593 0.12 0.23 -0.40 0.000
C -0.446 -2.517 0.650 -0.61 -0.19 0.44 0.000
O -0.828 -1.604 1.590 0.50 0.44 -0.51 0.002
C -1.611 -2.946 -0.192 0.13 -0.35 -0.15 0.000
H 0.019 -1.276 1.934 -0.20 -0.20 0.52 0.000
H -2.539 -2.495 0.142 0.02 0.04 -0.01 0.000
H -1.696 -4.033 -0.156 0.04 0.08 0.04 0.000
H -1.415 -2.690 -1.235 -0.01 0.04 0.05 0.000
```
Forces are in eV/Å.